Record 1
Entry from OMol25: a 3-piece molecular cluster, C33H50INO10P2 overall in a non-equilibrium geometry (the ωB97M-V functional and the def2-TZVPD basis).

```
97
Properties=species:S:1:pos:R:3:forces:R:3:lowdin_charge:R:1
C 0.993 7.599 -3.577 -0.939 -1.210 -0.170 -0.052
C -0.182 6.593 -3.507 0.810 0.690 0.513 -0.280
C -0.675 6.285 -2.229 -0.205 -0.405 -0.171 -0.049
C -1.708 5.365 -2.082 0.250 0.258 -0.815 -0.037
C -2.243 4.769 -3.238 -0.987 -0.589 0.385 -0.209
C -3.361 3.712 -3.014 1.303 0.286 0.320 -0.072
C -2.645 2.427 -2.524 -1.524 1.558 0.095 -0.135
C -2.472 2.318 -1.125 1.021 -1.942 -0.171 -0.002
C -1.787 1.183 -0.647 -0.316 0.905 -1.037 0.001
C -1.296 0.237 -1.573 0.102 -1.751 1.053 -0.165
C -0.511 -0.942 -0.964 1.239 1.473 -0.219 -0.117
C 0.836 -0.330 -0.377 -0.413 -0.499 -0.743 -0.289
C 2.097 -0.950 -1.032 -0.232 0.450 1.221 -0.602
I 2.580 0.020 -2.913 -0.155 -0.325 0.385 0.816
C -1.491 0.336 -2.940 -0.555 0.843 -0.329 -0.039
C -2.190 1.482 -3.426 0.550 -0.841 -0.146 -0.029
C -2.353 1.597 -4.939 0.489 -0.229 -0.246 -0.296
O -3.272 2.159 -5.497 0.303 -0.048 0.233 0.082
C -1.231 0.972 -5.747 -0.150 0.013 0.167 0.063
C -0.564 -0.097 -5.302 0.152 0.319 0.800 -0.257
N 0.488 -0.743 -5.980 -0.367 -0.053 -0.302 0.093
C -1.015 -0.687 -3.956 0.333 0.065 -0.270 -0.285
O -1.010 -1.886 -3.792 0.010 0.539 0.136 0.114
C -1.774 5.080 -4.510 0.401 0.419 0.077 -0.028
C -0.730 6.016 -4.648 -0.274 -0.434 0.266 -0.043
H 1.482 7.621 -2.594 -0.135 0.342 -0.342 0.068
H 0.561 8.567 -3.864 0.622 -0.079 0.071 0.080
H 1.716 7.208 -4.306 -0.133 0.549 0.070 0.075
H -0.211 6.750 -1.355 -0.193 -0.118 -0.255 0.108
H -2.109 5.089 -1.103 0.209 0.207 -0.305 0.104
H -3.969 4.113 -2.187 -0.098 -0.376 -0.437 0.114
H -3.946 3.537 -3.920 0.089 0.114 0.391 0.102
H -2.837 3.054 -0.409 -0.047 -0.086 -0.438 0.101
H -1.586 1.031 0.420 -0.180 0.107 -0.357 0.114
H -0.195 -1.652 -1.737 -0.594 -0.023 0.385 0.084
H -1.062 -1.420 -0.145 0.012 -0.012 -0.451 0.120
H 0.822 -0.486 0.713 0.436 0.055 -0.346 0.109
H 0.887 0.750 -0.590 -0.178 -0.335 0.398 0.082
H 2.013 -2.035 -1.173 0.165 0.426 -0.144 0.050
H 2.938 -0.694 -0.369 -0.040 -0.352 -0.548 0.037
H -0.936 1.381 -6.719 -0.559 0.106 0.316 0.126
H 1.404 -0.455 -5.653 -0.128 -0.291 0.286 0.021
H 0.449 -0.602 -6.983 -0.069 0.120 0.123 0.087
H -2.212 4.595 -5.387 0.130 0.196 0.321 0.110
H -0.328 6.265 -5.635 -0.173 -0.076 0.350 0.113
C 0.351 2.961 6.076 -0.044 0.069 -0.052 -0.082
C -0.528 1.730 5.954 0.236 -0.150 0.092 -0.284
O -1.872 2.052 5.610 0.677 0.566 -0.234 -0.232
P -2.161 2.818 4.179 -6.567 -4.069 4.566 0.677
O -1.874 1.646 3.268 3.310 2.732 -1.696 -0.214
O -3.803 2.626 4.047 0.056 0.775 -0.518 -0.252
C -4.336 2.229 2.780 -0.162 -0.412 0.027 -0.289
C -4.699 0.755 2.793 -0.231 -0.124 0.072 -0.072
O -2.430 4.266 4.937 2.801 0.292 -2.332 -0.241
C -3.495 4.514 5.867 -0.695 0.633 0.595 -0.261
C -3.265 3.974 7.264 0.100 -0.428 -0.035 -0.072
H 0.475 3.454 5.105 0.055 -0.024 -0.003 0.073
H 1.340 2.690 6.447 -0.007 -0.013 -0.062 0.080
H -0.088 3.692 6.754 0.002 -0.039 0.033 0.067
H -0.116 1.034 5.217 -0.035 0.013 -0.014 0.110
H -0.565 1.208 6.912 -0.161 0.006 -0.030 0.120
H -3.629 2.449 1.980 0.005 -0.079 0.026 0.081
H -5.230 2.826 2.587 0.028 0.084 0.179 0.118
H -3.927 0.149 3.268 0.156 0.134 -0.136 0.073
H -4.862 0.385 1.779 -0.019 0.016 0.011 0.077
H -5.615 0.598 3.366 -0.006 0.018 -0.042 0.074
H -4.455 4.183 5.479 0.195 -0.212 -0.196 0.111
H -3.559 5.602 5.932 0.289 -0.001 -0.195 0.119
H -3.442 2.902 7.316 0.078 -0.014 -0.023 0.073
H -3.961 4.448 7.960 0.010 0.139 -0.138 0.082
H -2.247 4.169 7.604 -0.041 0.071 0.007 0.070
C 6.228 -5.031 1.297 -0.076 -0.063 0.088 -0.080
C 5.392 -4.754 0.061 0.184 0.305 0.005 -0.282
O 4.550 -5.849 -0.287 -0.010 -0.124 0.733 -0.224
P 3.408 -6.333 0.788 -0.513 -2.187 -7.320 0.626
O 2.497 -5.140 0.781 1.064 -0.086 3.787 -0.217
O 2.470 -7.320 -0.143 0.199 -0.108 0.674 -0.243
C 1.043 -7.224 -0.065 -0.192 0.283 -0.281 -0.286
C 0.496 -6.466 -1.260 -0.040 -0.109 -0.246 -0.072
O 4.277 -7.629 1.319 -0.728 2.279 2.380 -0.229
C 4.657 -8.739 0.495 0.354 -0.989 -0.184 -0.261
C 5.837 -8.484 -0.422 -0.086 0.341 -0.246 -0.072
H 5.597 -5.127 2.186 0.030 0.058 0.006 0.073
H 6.937 -4.220 1.469 -0.057 0.015 0.003 0.080
H 6.783 -5.963 1.195 0.026 0.035 -0.044 0.065
H 4.784 -3.856 0.200 -0.020 -0.036 0.011 0.107
H 6.048 -4.577 -0.792 -0.114 -0.119 -0.080 0.120
H 0.736 -6.754 0.869 0.084 0.086 -0.041 0.102
H 0.644 -8.241 -0.055 0.180 -0.057 -0.019 0.116
H 1.081 -5.574 -1.481 -0.012 0.045 0.244 0.071
H -0.542 -6.172 -1.093 0.011 -0.024 -0.008 0.078
H 0.534 -7.093 -2.154 -0.029 0.002 0.022 0.075
H 3.813 -9.134 -0.065 -0.150 0.328 0.035 0.111
H 4.941 -9.524 1.199 -0.047 0.237 0.229 0.119
H 5.549 -7.905 -1.297 0.010 0.078 0.045 0.074
H 6.235 -9.435 -0.783 -0.077 -0.051 0.162 0.082
H 6.633 -7.947 0.094 0.002 -0.087 0.024 0.068
```
Forces are in eV/Å.

HOMO-LUMO gap = 0.2579 hartree
Total charge = 0
E_LUMO = -1.5 eV

---

Record 2
Entry from OMol25: C6H10NOS as an isolated structure in a non-equilibrium geometry (the ωB97M-V functional and the def2-TZVPD basis).

```
19
Properties=species:S:1:pos:R:3:forces:R:3:lowdin_charge:R:1
C 1.295 -1.384 -0.019 -0.462 -0.815 0.964 -0.353
C 1.985 -0.324 0.149 -2.139 -0.393 0.249 -0.033
C -0.030 1.061 0.215 2.476 -0.987 0.290 -0.063
C 3.135 0.483 0.190 0.275 2.159 1.622 -0.045
C -1.520 -0.096 -1.348 -2.498 3.274 -2.465 -0.157
C -2.250 -0.002 1.040 0.341 -1.531 1.317 -0.052
N -1.219 -0.354 -0.001 -0.055 0.127 0.818 -0.661
O -0.576 2.054 0.226 -0.014 0.949 0.160 0.166
S -0.413 -1.818 0.191 -0.592 -0.145 0.171 1.067
H 1.667 -2.406 0.015 1.024 0.227 -0.286 0.098
H 4.038 -0.001 -0.129 0.341 -0.405 -0.364 0.119
H 3.324 1.106 1.102 -0.210 -1.421 0.089 0.135
H 2.873 1.310 -0.399 0.260 1.138 -1.916 0.084
H -1.800 1.017 -1.385 -0.398 -1.532 0.036 0.123
H -0.689 -0.009 -2.034 0.628 -1.041 0.089 0.101
H -2.371 -0.665 -1.764 0.597 -0.002 0.224 0.121
H -1.601 -0.203 1.967 -1.616 1.008 -0.795 0.120
H -2.784 0.991 0.928 1.450 -0.923 -0.029 0.128
H -3.063 -0.761 1.054 0.593 0.315 -0.177 0.103
```
Forces are in eV/Å.

HOMO-LUMO gap = 0.2950 hartree
Relative energy (zero: lowest compared OMol25 entry of this formula, charge and spin) = 116.9 kcal per mole
Total charge = +1
E_LUMO = -5.4 eV

---

Record 3
Entry from OMol25: an isolated molecule of C4H9OPS3 in a non-equilibrium geometry (the ωB97M-V functional and the def2-TZVPD basis).

```
18
Properties=species:S:1:pos:R:3:forces:R:3:lowdin_charge:R:1
C -0.916 -1.235 2.201 0.191 -1.772 -0.428 -0.129
C 0.160 -0.618 1.271 -0.026 -1.707 -0.847 -0.292
C -0.405 -0.002 -0.045 0.403 0.514 -0.759 -0.703
C 0.643 0.806 -0.855 0.696 -2.607 -0.059 -0.974
O 1.568 -1.644 -2.076 -0.336 1.953 -0.176 -0.540
P 1.747 -0.145 -2.198 -0.364 -0.647 0.709 0.541
S -1.656 1.245 0.445 -0.470 -0.329 -0.433 0.755
S 0.038 1.039 -3.221 -1.131 -0.971 0.424 0.430
S 1.235 2.249 -0.282 0.209 0.516 0.131 0.812
H -1.457 -2.193 1.730 0.881 2.442 0.796 0.126
H -0.412 -1.659 3.102 -0.221 0.409 -0.613 0.073
H -1.569 -0.428 2.553 -0.261 -0.647 -0.197 0.036
H 1.037 -1.309 1.181 -0.887 0.423 -0.605 0.133
H 0.545 0.258 1.659 0.959 1.629 1.875 0.044
H -0.816 -0.780 -0.701 -0.006 0.326 0.004 0.107
H -2.587 0.302 0.623 -0.273 0.204 0.145 -0.113
H 0.656 1.766 -4.133 0.752 0.233 -0.237 -0.220
H 2.189 2.348 -1.254 -0.117 0.031 0.271 -0.087
```
Forces are in eV/Å.

HOMO-LUMO gap = 0.2703 hartree
Relative energy (zero: lowest compared OMol25 entry of this formula, charge and spin) = 27.5 kcal per mole
Total charge = 0
E_LUMO = -1.3 eV

---

Record 4
Entry from OMol25: H18O9Pb as an isolated structure in a non-equilibrium geometry (the ωB97M-V functional and the def2-TZVPD basis).

```
28
Properties=species:S:1:pos:R:3:forces:R:3:lowdin_charge:R:1
Pb 0.014 -0.038 0.125 0.039 -0.960 -1.421 1.530
O 1.131 1.957 -0.848 0.690 -0.083 -0.862 -0.120
H 0.981 2.876 -0.666 0.025 0.977 0.026 0.074
H 1.293 1.865 -1.804 0.008 0.307 0.402 0.094
O -2.202 -0.979 0.218 -0.359 -0.222 0.618 -0.112
H -2.742 -1.288 -0.502 -0.468 -0.288 -0.537 0.079
H -2.767 -0.858 0.980 -0.583 -0.135 0.045 0.074
O 0.531 -2.394 0.558 0.468 -1.766 0.490 -0.113
H 0.163 -3.228 0.885 -0.785 0.196 -0.054 0.103
H 1.444 -2.688 0.504 0.774 0.472 -0.364 0.082
O -0.482 -0.623 2.462 -0.525 0.974 0.349 -0.095
H -0.131 -1.403 2.866 0.136 -0.942 0.533 0.074
H -1.415 -0.551 2.691 0.127 -0.160 0.458 0.081
O -1.565 1.284 -1.553 1.901 -0.004 1.912 -0.061
H -1.422 2.192 -1.292 0.076 0.447 -0.177 0.050
H -2.201 1.318 -2.205 -2.422 0.061 -2.328 0.045
O -0.745 1.934 1.216 -1.421 1.957 1.000 -0.137
H -0.651 2.150 2.162 0.029 -0.050 -0.294 0.105
H -1.534 2.456 0.933 0.669 -0.462 0.346 0.108
O 2.178 -0.627 -1.253 -0.072 -0.265 -1.302 -0.106
H 2.857 0.024 -1.089 0.619 0.169 0.257 0.057
H 2.146 -0.690 -2.232 0.118 -0.135 0.746 0.091
O -0.489 -1.311 -2.038 1.120 -1.805 -0.861 -0.140
H -0.672 -0.805 -2.837 0.036 -0.198 -0.225 0.067
H 0.113 -2.084 -2.292 -1.436 1.519 0.354 0.121
O 2.043 0.242 1.391 0.546 -0.327 0.472 -0.091
H 2.214 1.174 1.290 0.459 0.710 0.043 0.061
H 1.910 0.093 2.330 0.232 0.016 0.374 0.079
```
Forces are in eV/Å.

HOMO-LUMO gap = 0.3626 hartree
Relative energy (zero: lowest compared OMol25 entry of this formula, charge and spin) = 33.8 kcal per mole
Total charge = +2
E_LUMO = -6.2 eV

---

Record 5
Entry from OMol25: a 2-piece molecular cluster, C5H10 overall in a non-equilibrium geometry (the ωB97M-V functional and the def2-TZVPD basis).

```
15
Properties=species:S:1:pos:R:3:forces:R:3:lowdin_charge:R:1
C -1.227 -0.734 0.304 0.463 -1.073 0.106 -0.019
C -0.979 0.078 -0.717 -1.278 1.200 1.328 -0.241
C -1.737 0.199 -2.007 0.296 -0.660 -0.099 -0.113
H -0.761 -0.587 1.270 0.177 0.276 -0.116 0.024
H -1.745 -1.689 0.290 -0.430 0.206 -0.518 0.057
H -0.478 0.980 -0.364 0.488 -0.079 -0.599 0.076
H -1.989 1.236 -2.212 0.137 0.099 -0.010 0.068
H -1.147 -0.190 -2.839 -0.103 0.112 -0.137 0.069
H -2.676 -0.351 -1.957 0.073 -0.148 -0.062 0.070
C 2.506 -0.019 0.876 -0.147 -1.091 0.015 -0.074
C 1.556 0.423 1.682 0.385 0.554 -0.299 -0.110
H 3.025 -0.938 1.127 0.061 0.002 -0.004 0.045
H 2.701 0.336 -0.126 0.096 0.566 0.150 0.048
H 1.290 -0.101 2.589 0.113 0.154 0.133 0.052
H 1.059 1.356 1.445 -0.332 -0.119 0.113 0.048
```
Forces are in eV/Å.

HOMO-LUMO gap = 0.3925 hartree
Relative energy (zero: lowest compared OMol25 entry of this formula, charge and spin) = 51.1 kcal per mole
Total charge = 0
E_LUMO = 1.2 eV

---

Record 6
Entry from OMol25: C31H23F3N3O3P2PtS2Se2Te as an isolated structure (the ωB97M-V functional and the def2-TZVPD basis).

```
71
Properties=species:S:1:pos:R:3:forces:R:3:lowdin_charge:R:1
Pt 2.330 -1.961 -0.768 -0.125 0.043 0.269 0.485
Se -0.885 2.387 2.964 0.010 0.000 -0.026 0.309
P -0.576 2.830 0.925 -0.049 -0.015 0.000 0.537
C 0.277 4.425 0.723 0.006 0.001 -0.019 -0.340
C -0.212 5.447 -0.083 0.026 0.001 0.024 -0.076
C 0.467 6.658 -0.165 -0.016 -0.013 0.002 -0.089
C 1.634 6.849 0.555 0.001 0.003 0.003 -0.092
C 2.120 5.833 1.369 0.000 -0.006 0.003 -0.075
C 1.444 4.630 1.460 -0.006 0.004 -0.016 -0.110
C -2.112 2.980 -0.029 0.001 0.015 -0.025 -0.364
C -2.065 3.105 -1.417 0.001 -0.004 0.017 -0.107
C -3.227 3.347 -2.131 -0.001 -0.026 0.021 -0.087
C -4.444 3.439 -1.467 0.003 0.007 0.018 -0.087
C -4.498 3.289 -0.089 0.024 0.013 -0.003 -0.077
C -3.332 3.068 0.631 -0.013 0.013 -0.003 -0.107
C 0.481 1.649 0.062 0.151 -0.041 0.051 -0.400
C 0.404 0.303 -0.309 0.053 0.037 0.017 -0.393
N 1.688 -0.077 -0.542 0.136 0.078 -0.049 -0.303
N 2.491 0.952 -0.353 -0.090 0.129 0.052 -0.091
N 1.789 1.993 0.010 0.050 -0.093 -0.065 0.015
P -0.815 -0.969 -0.595 -0.148 -0.089 0.033 0.673
Se 0.103 -2.493 -1.789 0.017 -0.071 -0.131 0.492
C -1.465 -1.575 0.971 0.009 0.056 0.053 -0.329
C -2.213 -0.731 1.788 -0.053 -0.009 0.042 -0.140
C -2.689 -1.191 3.004 0.005 0.007 -0.009 -0.084
C -2.412 -2.492 3.405 0.017 0.001 -0.004 -0.077
C -1.650 -3.326 2.600 0.005 0.013 0.022 -0.059
C -1.169 -2.872 1.380 0.083 0.070 -0.077 -0.076
C -2.191 -0.308 -1.572 -0.008 -0.030 0.023 -0.346
C -3.513 -0.401 -1.159 -0.046 0.042 -0.032 -0.064
C -4.538 -0.083 -2.045 0.019 0.009 0.009 -0.077
C -4.242 0.313 -3.338 0.029 0.008 -0.019 -0.092
C -2.917 0.415 -3.751 -0.023 -0.007 0.011 -0.087
C -1.895 0.108 -2.872 -0.006 -0.015 -0.010 -0.118
H -1.126 5.318 -0.644 -0.019 -0.011 -0.014 0.091
H 0.076 7.449 -0.793 0.003 -0.010 0.007 0.099
H 2.165 7.791 0.488 -0.004 -0.008 0.000 0.099
H 3.032 5.978 1.934 -0.008 -0.002 -0.004 0.104
H 1.816 3.842 2.099 0.002 -0.001 0.000 0.091
H -1.115 3.022 -1.934 -0.005 -0.008 0.004 0.120
H -3.185 3.451 -3.207 -0.002 -0.010 -0.003 0.107
H -5.352 3.618 -2.029 0.003 -0.002 0.003 0.104
H -5.447 3.351 0.428 0.006 -0.001 -0.005 0.102
H -3.349 2.966 1.710 0.001 -0.002 -0.010 0.056
H -2.421 0.289 1.492 0.024 0.038 0.008 0.056
H -3.253 -0.523 3.642 0.003 -0.012 -0.001 0.104
H -2.776 -2.849 4.361 -0.003 0.003 -0.006 0.101
H -1.409 -4.330 2.926 0.013 -0.001 -0.026 0.110
H -0.537 -3.504 0.767 -0.089 -0.032 0.057 0.044
H -3.749 -0.739 -0.159 -0.028 -0.009 -0.064 0.099
H -5.568 -0.161 -1.721 0.005 0.002 0.001 0.106
H -5.043 0.542 -4.030 0.005 -0.001 0.004 0.103
H -2.684 0.720 -4.763 0.000 -0.002 0.009 0.107
H -0.862 0.147 -3.199 -0.018 0.000 0.006 0.103
F 3.925 -5.963 1.069 0.038 0.033 0.054 0.142
C 3.248 -6.333 -0.012 -0.104 -0.039 0.010 -0.671
F 2.622 -7.488 0.267 -0.018 -0.025 0.006 0.119
F 4.110 -6.565 -1.002 0.017 0.000 -0.035 0.127
S 1.996 -5.074 -0.490 0.344 -0.005 -0.515 0.452
O 1.362 -5.623 -1.657 -0.040 0.004 0.107 -0.304
O 1.194 -4.883 0.684 -0.003 0.026 0.149 -0.303
O 2.924 -3.946 -0.816 -0.112 -0.071 0.130 -0.578
Te 4.644 -1.214 0.143 -0.074 0.008 -0.073 0.783
C 5.680 -3.028 0.394 -0.004 0.002 0.038 -1.047
C 6.042 -3.606 1.579 -0.001 -0.033 0.005 -0.273
C 6.850 -4.765 1.421 -0.006 0.005 0.015 -0.223
C 7.093 -5.053 0.111 0.013 -0.010 -0.004 -0.449
S 6.345 -3.911 -0.918 0.006 0.011 -0.010 0.914
H 5.720 -3.213 2.534 0.012 -0.008 -0.017 0.090
H 7.215 -5.367 2.243 -0.005 0.013 -0.016 0.092
H 7.649 -5.886 -0.291 -0.015 0.027 0.011 0.056
```
Forces are in eV/Å.

HOMO-LUMO gap = 0.2349 hartree
Relative energy (zero: lowest compared OMol25 entry of this formula, charge and spin) = 0.0 kcal per mole
Total charge = -1
E_LUMO = 2.0 eV

---

HOMO-LUMO gap of number 2 (C6H10NOS)? 0.2950 hartree

---

Which formula does entry 5 have? C5H10

---

What is the formula in the first record? C33H50INO10P2

---

What is the formula in the fourth record? H18O9Pb